A molecular structure, C2H5CuO2 in a non-equilibrium geometry, computed with ωB97M-V/def2-TZVPD.

Each line ends with the Mulliken charge.
Element x y z (Å)
C  0.698  0.321  0.577  -0.43
C  -0.620  -0.424  0.419  -0.21
O  -1.263  -0.024  -0.740  -0.71
Cu  -1.311  -0.607  -2.350  0.49
H  0.478  1.375  0.825  0.27
H  1.329  -0.137  1.352  0.31
H  -1.249  -0.204  1.305  0.25
H  -0.409  -1.512  0.479  0.23
O  1.397  0.276  -0.660  -0.51
H  0.949  0.936  -1.206  0.30

strongest force on any atom = 1.617 eV Å⁻¹
HOMO (spin up / spin down) = -7.3461 / -10.0208 eV
expectation value of S² = 2.00
Kohn-Sham gap (spin up / spin down) = 8.0 / 7.7 eV
energy relative to the best compared isomer or geometry (same formula, charge and spin) = 0.0000 eV
spin multiplicity = 3
LUMO energy (spin up / spin down) = 0.62 / -2.35 eV